ORCA calculation (ωB97M-V/def2-TZVPD) on C5H7NO in the gas phase at a distorted geometry.

Calculated values
energy = -324.66982 Ha
gap between HOMO and LUMO = 10.084 eV
HOMO level = -9.32 eV
relative energy (zero: lowest compared OMol25 entry of this formula, charge and spin) = 143.5 kJ/mol
lowest unoccupied orbital energy = 0.77 eV
M = 97.12 g mol⁻¹
SMILES string = [H]/N=C1/C=C(C)CO1

XYZ file:
```
14
Properties=species:S:1:pos:R:3:forces:R:3
H 3.762418 -0.338021 0.476517 -0.6 0.2 0.0
N 2.972768 -0.818645 0.037916 -0.8 0.6 0.2
C 1.812339 -0.295963 0.118501 -0.7 -0.5 -0.4
C 0.582573 -0.948909 -0.481474 -0.7 0.2 0.1
C -0.514882 -0.204314 -0.218329 -0.4 0.4 0.2
C -2.056222 -0.085272 -0.377983 0.3 -0.7 -0.3
C -0.114988 0.989677 0.532427 2.0 0.2 0.4
O 1.390467 0.876858 0.719869 -1.4 0.1 -0.3
H 0.683550 -1.891411 -1.023691 -0.2 0.4 0.2
H -2.591786 0.411940 0.469572 1.0 -0.3 -0.3
H -2.358166 0.515942 -1.251883 0.4 -0.4 0.1
H -2.482996 -1.073152 -0.436939 -0.4 -0.3 -0.4
H -0.651989 0.989569 1.497391 0.7 0.3 -0.1
H -0.433083 1.871699 -0.061890 0.8 0.0 0.5
```
Forces are in eV/Å.

Atom charges from the Mulliken analysis, given in e for atoms 1 to 4: number 1, H, carries 0.2634; number 2, N, carries -0.6665; number 3, C, carries 0.4842; number 4, C, carries -0.6103